C18H33BN3O7 | wB97M-V/def2-TZVPD

The calculation puts the LUMO energy (alpha / beta) at -0.0169 / -0.0204 Ha. The spin multiplicity is 2. For the gap between HOMO and LUMO (alpha / beta), the calculation gives 8.691 / 8.596 eV.

Cartesian coordinates (Å):
N1 4.3725 2.2323 4.8915
C1 5.3091 2.0525 3.9822
O1 6.1756 1.7990 2.7835
C2 5.6991 0.5078 2.2652
O2 6.5861 -0.6866 2.3631
C3 5.6881 -1.7383 1.7806
O3 5.6743 -3.0304 2.1483
O4 4.7890 -1.0761 0.7778
C4 5.0924 0.3934 0.7468
C5 3.9059 1.4172 0.2642
C6 2.8435 1.8478 1.4404
C7 1.2880 1.4004 1.0190
C8 1.2300 -0.2097 0.7056
C9 1.5003 -1.1533 2.0544
N2 1.6889 -2.5849 1.5107
B1 6.1584 0.4326 -0.5465
O5 5.8172 1.0898 -1.8515
O6 7.5107 -0.2276 -0.4992
H1 4.7939 0.1551 2.9542
H2 3.3515 1.0173 -0.6902
H3 4.4491 2.4218 -0.0725
H4 3.0406 1.3635 2.4879
H5 2.8575 3.0339 1.5572
H6 0.6180 1.5724 1.9913
H7 0.8724 2.0852 0.1621
H8 1.9698 -0.5726 -0.1261
H9 0.1266 -0.4636 0.3361
H10 2.4904 -0.8783 2.6189
H11 0.5516 -1.2016 2.7391
H12 0.8849 -2.6952 0.8299
H13 2.5835 -2.5417 0.9648
H14 5.2449 0.4251 -2.3509
H15 7.3677 -1.2248 -0.6694
C10 -5.2422 1.1224 -2.7255
C11 -4.0309 0.1509 -2.5968
C12 -4.5096 -1.3290 -2.6815
C13 -5.2112 -1.8204 -1.4203
C14 -4.3486 -1.5723 -0.1890
C15 -3.8984 -0.0978 -0.0577
N3 -3.2887 0.4421 -1.3229
O7 -1.9995 -0.1094 -1.4427
C16 -5.1173 0.7659 0.3644
C17 -2.9280 0.0231 1.1650
C18 -3.1821 0.4346 -3.8777
H16 -5.2439 1.6590 -3.6807
H17 -6.2005 0.6025 -2.6542
H18 -5.2243 1.9137 -1.9701
H19 -3.6511 -1.9869 -2.8721
H20 -5.1834 -1.4576 -3.5379
H21 -6.1859 -1.3348 -1.3115
H22 -5.4152 -2.8943 -1.5125
H23 -4.9072 -1.8809 0.7055
H24 -3.4707 -2.2334 -0.2366
H25 -4.8580 1.8308 0.3937
H26 -5.4624 0.4933 1.3704
H27 -5.9828 0.6398 -0.2872
H28 -2.0571 -0.6380 1.0818
H29 -3.4344 -0.2574 2.0972
H30 -2.5678 1.0517 1.2849
H31 -2.7917 1.4610 -3.8768
H32 -3.7966 0.3153 -4.7842
H33 -2.3423 -0.2563 -3.9934



C2HN2S3 | wB97M-V/def2-TZVPD

As for the energy above the lowest of the compared OMol25 structures with the same formula, charge and spin: 52.0 kcal per mole. The calculation puts the LUMO energy at 0.1082 Ha. The spin multiplicity is 1. For the gap between HOMO and LUMO, the calculation gives 6.315 eV. Its charge is -1. Its SMILES is S=c1scnn1[S-].

Cartesian coordinates (Å):
S1 2.5606 -1.4361 0.0569
C1 0.8603 -0.4276 -0.1838
S2 -0.4613 -1.5656 -0.0943
C2 -1.4593 -0.1762 0.0313
N1 -0.8535 0.9351 0.0460
N2 0.4985 0.8568 -0.0431
S3 1.3861 2.2155 -0.2028
H1 -2.5313 -0.4018 0.3897



C5H10NO | wB97M-V/def2-TZVPD

As for the energy above the lowest of the compared OMol25 structures with the same formula, charge and spin: 86.3 kcal per mole. The calculation puts the LUMO energy at -0.1595 Ha. The spin multiplicity is 1. For the gap between HOMO and LUMO, the calculation gives 11.072 eV. Its charge is +1.

Cartesian coordinates (Å):
C1 1.2780 0.6378 -0.4562
C2 -1.8464 0.1192 0.6596
C3 2.6789 1.9503 -0.8219
C4 -1.1362 -1.2839 0.5352
C5 -0.0244 -1.4954 -0.5711
N1 0.8113 -0.4188 -0.4334
O1 3.2181 1.4824 -1.9705
H1 -2.1764 0.5455 -0.2783
H2 -1.2611 0.8726 1.3070
H3 -2.7587 -0.2341 1.2903
H4 2.1169 2.8562 -1.0741
H5 3.1530 1.9525 0.1271
H6 -1.9000 -2.0820 0.3163
H7 -0.7554 -1.4129 1.4887
H8 0.4751 -2.3639 -0.4595
H9 -0.3888 -1.4823 -1.5457
H10 3.9505 0.9321 -1.8099



BrFH4OSi2 | wB97M-V/def2-TZVPD

As for the energy above the lowest of the compared OMol25 structures with the same formula, charge and spin: 12.1 kcal per mole. The calculation puts the LUMO energy at 0.0209 Ha. The spin multiplicity is 1. For the gap between HOMO and LUMO, the calculation gives 11.774 eV.

Cartesian coordinates (Å):
F1 -0.0478 -2.3694 1.4528
Si1 -0.4412 -0.7894 1.0832
Br1 -2.1835 -0.7895 -0.3609
O1 0.9979 -0.0352 0.5454
Si2 0.6886 0.8525 -0.9357
H1 -0.8674 -0.1372 2.3149
H2 -0.4333 1.7913 -0.7796
H3 1.8599 1.6391 -1.3439
H4 0.4269 -0.1622 -1.9762



C25H13BrF4NO4PPt | wB97M-V/def2-TZVPD

As for the energy above the lowest of the compared OMol25 structures with the same formula, charge and spin: 0.0 kcal per mole. The calculation puts the LUMO energy at -0.0476 Ha. The spin multiplicity is 1. For the gap between HOMO and LUMO, the calculation gives 6.417 eV.

Cartesian coordinates (Å):
Pt1 1.2723 -0.2147 -0.0624
O1 7.6163 2.5094 -0.2051
C1 7.4486 1.2855 -0.1277
O2 8.2231 0.3189 -0.0506
C2 5.9453 0.8664 -0.1247
C3 5.5945 -0.4769 -0.0422
C4 4.2668 -0.8358 -0.0378
N1 3.2935 0.0860 -0.1052
C5 3.6211 1.3905 -0.1913
C6 4.9295 1.8152 -0.2048
C7 2.4499 2.3286 -0.2713
O3 2.5605 3.5063 -0.4508
O4 1.2553 1.7381 -0.0999
H1 6.3820 -1.2161 0.0140
H2 3.9606 -1.8725 0.0167
H3 5.1671 2.8670 -0.2810
F1 -2.7374 -5.9245 -0.3761
C8 -2.3577 -4.6621 -0.2923
C9 -3.2990 -3.6476 -0.3130
F2 -4.5856 -3.9446 -0.4046
C10 -2.8886 -2.3266 -0.2431
F3 -3.8371 -1.3946 -0.2954
C11 -1.5513 -1.9746 -0.1204
P1 -0.9779 -0.2315 -0.0193
C12 -1.6401 0.3707 1.5599
C13 -2.9829 0.7121 1.7329
C14 -3.4345 1.1352 2.9713
C15 -2.5554 1.2251 4.0432
C16 -1.2177 0.9056 3.8735
C17 -0.7588 0.4817 2.6351
C18 -1.8455 0.6177 -1.3445
C19 -2.1906 1.9579 -1.1925
C20 -2.7586 2.6434 -2.2560
C21 -2.9639 2.0028 -3.4685
C22 -2.5991 0.6720 -3.6274
C23 -2.0318 -0.0187 -2.5709
C24 -0.6346 -3.0172 -0.0941
Br1 1.2210 -2.6961 0.1464
C25 -1.0154 -4.3405 -0.1870
F4 -0.1118 -5.3155 -0.1766
H4 -3.6731 0.6598 0.9024
H5 -4.4756 1.4015 3.0980
H6 -2.9157 1.5497 5.0106
H7 -0.5261 0.9963 4.7003
H8 0.2897 0.2543 2.4951
H9 -2.0039 2.4664 -0.2557
H10 -3.0383 3.6813 -2.1348
H11 -3.4001 2.5441 -4.2976
H12 -2.7547 0.1738 -4.5750
H13 -1.7341 -1.0534 -2.7000



| no. | maximum force (eV/Å) |
| --- | --- |
| 1 | 12.22 |
| 2 | 5.11 |
| 3 | 4.14 |
| 4 | 3.21 |
| 5 | 0.63 |